Run A
Density functional theory data (ωB97M-V/def2-TZVPD) for a 2-piece molecular cluster, CH6N3 overall.

Calculated values
Total charge = +1
HOMO (spin up / spin down) = -15.79 / -15.82 eV
Molecular weight = 60.080 g/mol
LUMO (spin up / spin down) = -6.50 / -6.54 eV

Atoms and positions in Å:
1 C -0.952 -0.991 0.373
2 N -0.909 1.206 -0.568
3 N 1.625 0.385 -0.269
4 N -0.334 0.294 -0.082
5 H -0.634 -1.157 1.347
6 H -0.270 -1.727 -0.228
7 H -2.062 -1.100 0.089
8 H -0.550 2.040 -1.014
9 H 1.883 1.289 0.077
10 H 2.203 -0.240 0.275

***

Run B
Density functional theory data (ωB97M-V/def2-TZVPD) for an isolated ion of composition CH6N3 and charge +1.

Calculated values
Total charge = +1
HOMO = -16.06 eV
Molecular weight = 60.080 g/mol
SMILES = NC(N)=[NH2+]
LUMO = -3.52 eV

Atoms and positions in Å:
1 N 0.922 -0.621 0.658
2 C 0.039 0.040 -0.001
3 N 0.369 0.891 -0.893
4 N -1.273 -0.146 0.355
5 H 1.992 -0.615 0.714
6 H 0.537 -1.343 1.287
7 H 1.395 0.997 -1.031
8 H -0.353 1.539 -1.212
9 H -1.458 -0.894 0.908
10 H -1.964 0.068 -0.380

***

Run C
Density functional theory data (ωB97M-V/def2-TZVPD) for a 2-piece molecular cluster, CH6N3 overall.

Calculated values
Total charge = +1
HOMO (spin up / spin down) = -14.88 / -13.60 eV
Molecular weight = 60.080 g/mol
LUMO (spin up / spin down) = -5.48 / -4.70 eV

Atoms and positions in Å:
1 C 0.277 -0.092 -0.462
2 N -0.458 0.266 0.412
3 N 2.498 -0.141 0.317
4 N -1.921 -0.066 0.223
5 H 0.824 -0.466 -1.328
6 H 2.838 0.034 -0.636
7 H 2.709 0.665 0.904
8 H -2.225 -1.102 0.270
9 H -2.252 0.306 -0.655
10 H -2.289 0.595 0.957

***

Decreasing stability: run B, run A, run C

***

Run A
Density functional theory data (ωB97M-V/def2-TZVPD) for a 2-piece molecular cluster, C2H6Cl3PSi overall.

Calculated values
HOMO (spin up / spin down) = -7.75 / -8.38 eV
Molecular weight = 195.489 g/mol
LUMO (spin up / spin down) = -3.54 / -3.13 eV

Atoms and positions in Å:
1 C 0.147 0.764 1.100
2 C 0.186 -0.580 -1.350
3 Si 2.972 -0.253 0.088
4 P 1.061 0.734 -0.487
5 Cl 4.228 -0.996 -1.369
6 Cl -0.696 -2.550 1.417
7 Cl 4.224 0.876 1.213
8 H -0.888 0.773 0.851
9 H 0.471 1.699 1.699
10 H 0.510 -0.029 1.887
11 H -0.920 -0.359 -1.544
12 H 0.064 -1.597 -0.724
13 H 0.633 -0.755 -2.452

***

Run B
Density functional theory data (ωB97M-V/def2-TZVPD) for a 2-piece molecular cluster, C2H6Cl3PSi overall.

Calculated values
HOMO (spin up / spin down) = -7.82 / -6.55 eV
Molecular weight = 195.489 g/mol
LUMO (spin up / spin down) = 0.05 / -0.98 eV

Atoms and positions in Å:
1 C 0.510 0.129 -1.680
2 C -0.656 0.138 1.375
3 Si -0.426 0.988 -0.295
4 P -4.207 0.112 -0.969
5 Cl -0.213 2.991 -0.251
6 Cl -4.352 -1.794 -0.366
7 Cl -4.551 1.060 0.745
8 H 0.958 0.835 -2.282
9 H 1.319 -0.619 -1.429
10 H -0.364 -0.346 -2.178
11 H 0.385 -0.128 1.550
12 H -1.153 0.820 2.160
13 H -1.105 -0.855 1.199

***

Decreasing stability: run B, run A

***

Run A
Density functional theory data (ωB97M-V/def2-TZVPD) for one molecule with the formula C5H8O3.

Calculated values
HOMO = -8.46 eV
Molecular weight = 116.116 g/mol
SMILES = OC1[C@H]2OCCO[C@H]12
LUMO = 0.80 eV

Atoms and positions in Å:
1 O 2.723 0.264 -0.571
2 C 1.911 -0.058 0.537
3 C 0.620 -0.708 -0.081
4 O -0.594 -1.410 0.145
5 C -1.693 -0.599 -0.403
6 C -1.609 0.963 0.013
7 O -0.209 1.478 -0.231
8 C 0.502 0.582 0.561
9 H 3.358 -0.420 -0.901
10 H 2.278 -0.640 1.398
11 H 0.892 -0.560 -1.080
12 H -1.660 -0.779 -1.461
13 H -2.593 -1.073 -0.013
14 H -2.102 1.646 -0.620
15 H -1.857 0.994 1.123
16 H 0.033 0.322 1.584

***

Run B
Density functional theory data (ωB97M-V/def2-TZVPD) for one molecule with the formula C5H8O3.

Calculated values
HOMO = -10.18 eV
Molecular weight = 116.116 g/mol
SMILES = C[C@@]1(O)C[C@H]1C(=O)O
LUMO = 0.54 eV

Atoms and positions in Å:
1 C 0.602 1.413 -0.480
2 C 0.905 -0.108 -0.062
3 O 2.305 -0.513 -0.536
4 C 0.589 -0.660 1.230
5 C -0.255 -1.007 0.021
6 C -1.665 -0.471 -0.075
7 O -2.393 -0.746 -1.071
8 O -2.190 0.450 0.639
9 H 0.988 1.389 -1.527
10 H 1.228 2.108 0.452
11 H -0.622 1.596 -0.517
12 H 2.039 -1.063 -1.524
13 H 0.098 0.108 1.825
14 H 1.522 -1.234 1.761
15 H -0.087 -1.935 -0.364
16 H -3.065 0.674 0.228

***

Decreasing stability: run B, run A

***

Run A
Density functional theory data (ωB97M-V/def2-TZVPD) for a 2-piece molecular cluster, C2H8N2O overall.

Calculated values
HOMO = -8.66 eV
Molecular weight = 76.099 g/mol
SMILES = [H]/N=C\NC.O
LUMO = 0.92 eV

Atoms and positions in Å:
1 H -0.735 -0.375 2.301
2 N -0.432 -1.062 1.528
3 C -0.645 -0.615 0.367
4 N -0.448 0.722 -0.108
5 C -1.130 0.941 -1.334
6 H -1.581 -1.115 -0.213
7 H 0.423 1.112 0.339
8 H -1.428 0.030 -1.784
9 H -0.591 1.883 -1.723
10 H -2.225 1.117 -1.277
11 O 2.282 -0.189 -0.308
12 H 2.887 0.147 0.390
13 H 1.800 -0.860 0.292

***

Run B
Density functional theory data (ωB97M-V/def2-TZVPD) for one molecule with the formula C2H8N2O.

Calculated values
HOMO = -8.68 eV
Molecular weight = 76.099 g/mol
SMILES = NCNCO
LUMO = 0.90 eV

Atoms and positions in Å:
1 N 2.215 0.045 0.085
2 C 0.698 0.329 -0.324
3 N 0.013 -0.660 0.420
4 C -1.496 -0.457 -0.146
5 O -2.183 0.680 0.300
6 H 2.537 -0.877 -0.189
7 H 2.455 0.260 1.049
8 H 0.534 1.378 -0.046
9 H 0.648 0.135 -1.397
10 H -0.007 -0.409 1.406
11 H -2.010 -1.318 0.279
12 H -1.513 -0.557 -1.238
13 H -1.890 1.451 -0.198

***

Decreasing stability: run B, run A

***

Run A
Density functional theory data (ωB97M-V/def2-TZVPD) for a 2-piece molecular cluster, C2H8N2O overall.

Calculated values
HOMO = -7.71 eV
Molecular weight = 76.099 g/mol
SMILES = N/C=C/N.O
LUMO = 0.95 eV

Atoms and positions in Å:
1 N 2.323 -0.669 0.399
2 C 1.053 -0.406 -0.150
3 C 0.372 0.743 -0.243
4 N -0.707 0.966 -1.125
5 H 2.302 -1.521 0.947
6 H 2.686 0.113 0.930
7 H 0.639 -1.232 -0.742
8 H 0.611 1.551 0.438
9 H -1.130 0.163 -1.557
10 H -0.646 1.819 -1.655
11 O -2.882 -0.421 0.862
12 H -2.123 -0.170 0.320
13 H -2.496 -0.936 1.575

***

Run B
Density functional theory data (ωB97M-V/def2-TZVPD) for a 2-piece molecular cluster, C2H8N2O overall.

Calculated values
HOMO = -7.45 eV
Molecular weight = 76.099 g/mol
SMILES = N/C=C/N.O
LUMO = 0.86 eV

Atoms and positions in Å:
1 N 1.909 0.608 -0.530
2 C 1.087 -0.236 0.198
3 C 0.529 -0.037 1.393
4 N -0.011 -1.114 2.180
5 H 2.170 1.431 -0.014
6 H 1.683 0.800 -1.489
7 H 0.869 -1.225 -0.202
8 H 0.829 0.775 2.048
9 H 0.047 -2.008 1.704
10 H 0.544 -1.233 3.011
11 O -3.121 0.578 -2.429
12 H -4.008 0.758 -2.754
13 H -2.527 0.903 -3.114

***

Run C
Density functional theory data (ωB97M-V/def2-TZVPD) for a 2-piece molecular cluster, C2H8N2O overall.

Calculated values
HOMO = -8.24 eV
Molecular weight = 76.099 g/mol
SMILES = C/N=C\N.O
LUMO = 0.42 eV

Atoms and positions in Å:
1 C 0.642 1.750 0.637
2 N -0.066 0.614 -0.011
3 C 0.378 -0.534 0.467
4 N 0.273 -1.026 1.737
5 H 0.731 2.574 -0.137
6 H 1.629 1.361 0.958
7 H 0.123 2.153 1.468
8 H 1.023 -1.173 -0.281
9 H 0.562 -0.292 2.306
10 H 0.127 -2.074 1.652
11 O -1.281 -0.737 -2.477
12 H -0.924 -0.337 -1.632
13 H -0.587 -0.727 -3.227

***

Decreasing stability: run A, run B, run C

***

Run A
Density functional theory data (ωB97M-V/def2-TZVPD) for one molecule with the formula C6H7NO.

Calculated values
HOMO = -9.53 eV
Molecular weight = 109.128 g/mol
SMILES = OCc1ccncc1
LUMO = 0.47 eV

Atoms and positions in Å:
1 O 2.679 0.555 -0.106
2 C 1.894 -0.671 0.072
3 C 0.457 -0.310 0.054
4 C -0.527 -1.320 -0.044
5 C -1.881 -0.908 -0.064
6 N -2.336 0.304 -0.001
7 C -1.383 1.319 0.033
8 C -0.033 1.126 0.028
9 H 3.733 0.101 -0.096
10 H 1.971 -0.929 1.153
11 H 1.987 -1.387 -0.660
12 H -0.173 -2.389 -0.008
13 H -2.807 -1.639 0.030
14 H -1.593 2.336 -0.091
15 H 0.640 1.911 0.065

***

Run B
Density functional theory data (ωB97M-V/def2-TZVPD) for C6H7NO as an isolated structure.

Calculated values
HOMO = -8.02 eV
Molecular weight = 109.128 g/mol
LUMO = 0.47 eV

Atoms and positions in Å:
1 C 0.245 0.761 1.197
2 C 1.086 -0.340 0.743
3 C -2.671 -0.347 -0.936
4 C -2.141 0.392 0.057
5 C 2.334 -0.450 -1.362
6 C -0.726 0.259 0.379
7 N 2.286 -0.031 -0.159
8 O 0.057 -0.848 -0.021
9 H 0.211 1.667 1.743
10 H 1.323 -0.964 1.630
11 H -3.797 -0.347 -1.055
12 H -1.931 -1.160 -1.277
13 H -2.735 1.201 0.391
14 H 3.392 -0.220 -1.732
15 H 3.066 0.428 0.403

***

Run C
Density functional theory data (ωB97M-V/def2-TZVPD) for one molecule with the formula C6H7NO.

Calculated values
HOMO = -8.34 eV
Molecular weight = 109.128 g/mol
SMILES = c1coc([C@H]2CN2)c1
LUMO = 0.88 eV

Atoms and positions in Å:
1 C -2.215 1.002 0.070
2 C -1.554 1.924 0.987
3 O -0.236 1.517 0.931
4 C -0.062 0.313 0.375
5 C 1.268 -0.305 0.186
6 C 1.232 -1.659 -0.702
7 N 2.081 -0.369 -0.966
8 C -1.348 -0.020 -0.167
9 H -3.249 0.704 0.019
10 H -1.583 3.003 1.154
11 H 1.817 -0.463 1.172
12 H 1.766 -2.587 -0.301
13 H 0.457 -1.631 -1.550
14 H 3.100 -0.482 -0.535
15 H -1.474 -0.947 -0.673

***

Run D
Density functional theory data (ωB97M-V/def2-TZVPD) for one molecule with the formula C6H7NO.

Calculated values
HOMO = -10.49 eV
Molecular weight = 109.128 g/mol
SMILES = N#CC1(C=O)CCC1
LUMO = -0.18 eV

Atoms and positions in Å:
1 N 0.316 -0.553 2.891
2 C 0.406 -0.145 1.752
3 C 0.392 0.263 0.295
4 C 1.543 1.115 -0.276
5 O 1.288 1.384 -1.508
6 C 0.299 -1.056 -0.428
7 C -1.293 -0.764 -0.343
8 C -0.993 0.737 -0.239
9 H 2.404 1.504 0.213
10 H 0.492 -1.936 0.221
11 H 1.166 -0.994 -1.383
12 H -2.136 -1.148 -1.148
13 H -1.707 -1.155 0.599
14 H -0.747 1.289 -1.218
15 H -1.430 1.457 0.572

***

Decreasing stability: run A, run C, run D, run B

***

Run A
Density functional theory data (ωB97M-V/def2-TZVPD) for an isolated ion of composition C4H11NO and charge +1.

Calculated values
Total charge = +1
Spin multiplicity = 2
HOMO (spin up / spin down) = -14.99 / -14.30 eV
Molecular weight = 89.138 g/mol
LUMO (spin up / spin down) = -3.30 / -8.87 eV

Atoms and positions in Å:
1 C -2.301 1.437 -0.526
2 C -1.071 -0.522 0.113
3 N -1.052 0.797 -0.590
4 H -2.207 2.367 -1.030
5 H -3.173 0.915 -1.067
6 H -2.416 1.643 0.505
7 H -1.660 -1.310 -0.545
8 H -1.751 -0.347 1.076
9 H -0.500 0.409 -1.466
10 C 1.440 -0.602 -0.092
11 O 0.305 -1.205 0.294
12 C 2.559 -0.700 0.952
13 H 1.981 -1.112 -0.970
14 H 1.314 0.439 -0.272
15 H 2.596 -1.658 1.462
16 H 3.419 -0.520 0.315
17 H 2.518 -0.032 1.841

***

Run B
Density functional theory data (ωB97M-V/def2-TZVPD) for a 2-piece molecular cluster, C4H11NO overall.

Calculated values
Total charge = +1
Spin multiplicity = 2
HOMO (spin up / spin down) = -14.81 / -15.30 eV
Molecular weight = 89.138 g/mol
LUMO (spin up / spin down) = -3.75 / -6.98 eV

Atoms and positions in Å:
1 C 0.271 -1.014 1.158
2 C -0.323 -0.478 -0.095
3 C -0.818 -1.320 -1.112
4 C -0.873 1.757 0.825
5 N -0.462 0.842 -0.255
6 H 0.722 -0.221 1.747
7 H 1.043 -1.744 0.931
8 H -0.512 -1.559 1.700
9 H -0.533 -2.356 -1.251
10 H -1.509 -0.932 -1.856
11 H -1.794 2.269 0.526
12 H -0.119 2.540 0.968
13 H -0.994 1.218 1.760
14 H -0.911 1.015 -1.148
15 H 2.684 -0.446 -0.788
16 H 1.918 0.670 -1.500
17 O 2.210 -0.240 -1.609

***

Run C
Density functional theory data (ωB97M-V/def2-TZVPD) for a 2-piece molecular cluster, C4H11NO overall.

Calculated values
Total charge = +1
Spin multiplicity = 2
HOMO (spin up / spin down) = -14.64 / -14.64 eV
Molecular weight = 89.138 g/mol
LUMO (spin up / spin down) = -4.80 / -9.56 eV

Atoms and positions in Å:
1 C 0.101 -1.900 0.297
2 C 1.216 -1.043 -0.309
3 O 1.708 -1.265 -1.428
4 N 1.455 0.106 0.337
5 H 0.329 -2.950 0.148
6 H -0.704 -1.877 -0.461
7 H 2.379 0.515 0.337
8 H 0.989 0.163 1.229
9 H -0.232 -1.584 1.271
10 C -1.623 2.529 0.424
11 C -2.243 1.117 0.338
12 H -0.572 2.525 0.133
13 H -1.765 2.822 1.463
14 H -2.234 3.267 -0.096
15 H -2.004 0.552 1.265
16 H -1.633 0.473 -0.312
17 H -3.308 1.092 0.180

***

Decreasing stability: run B, run C, run A